Entry 1:
{
  "formula": "C36H38F9HgNPSb",
  "method": "wB97M-V/def2-TZVPD",
  "homo_energy_ev": [-2.826, -4.466],
  "spin_multiplicity": 2,
  "total_charge": -1,
  "de_lowest_kj_mol": 0.0,
  "species": ["Hg", "F", "C", "F", "F", "C", "C", "C", "C", "C", "C", "P", "C", "C", "C", "C", "C", "C", "C", "F", "F", "F", "C", "C", "C", "C", "C", "C", "C", "F", "F", "F", "H", "H", "H", "H", "H", "H", "H", "H", "H", "H", "H", "H", "N", "C", "C", "C", "C", "C", "C", "H", "H", "H", "H", "H", "C", "C", "C", "Sb", "C", "C", "C", "C", "C", "C", "H", "H", "H", "H", "H", "H", "H", "H", "H", "H", "H", "H", "H", "H", "H", "H", "H", "H", "H", "H", "H"],
  "positions_angstrom": [[-1.09474, 2.60663, -1.34352], [6.23482, 1.89001, -4.97767], [5.45601, 2.83194, -4.39513], [4.79184, 3.44655, -5.39125], [6.30872, 3.74353, -3.87650], [4.54862, 2.25053, -3.35889], [3.17716, 2.19824, -3.54947], [2.37329, 1.63824, -2.56464], [2.90353, 1.10959, -1.39297], [4.29263, 1.16853, -1.22933], [5.10852, 1.73202, -2.19473], [1.59941, 0.41385, -0.05696], [1.78424, -1.33751, -0.57828], [2.45009, -1.73727, -1.74192], [2.53344, -3.07105, -2.10142], [1.97229, -4.04868, -1.29023], [1.31279, -3.67955, -0.12698], [1.21211, -2.34076, 0.21287], [2.05276, -5.48099, -1.71411], [1.76181, -6.33854, -0.71791], [3.28179, -5.81165, -2.16634], [1.19761, -5.76418, -2.72377], [2.77665, 0.70713, 1.33200], [3.23799, 1.99635, 1.59239], [4.05039, 2.26565, 2.68252], [4.42366, 1.23405, 3.52936], [3.97807, -0.05976, 3.28714], [3.15669, -0.31435, 2.20312], [5.31146, 1.48020, 4.70781], [4.73656, 1.10120, 5.87007], [6.46980, 0.78504, 4.62619], [5.65066, 2.77472, 4.84794], [2.73842, 2.59837, -4.45389], [1.29754, 1.61031, -2.71275], [4.75268, 0.75594, -0.33914], [6.18249, 1.76384, -2.05236], [2.91079, -1.00391, -2.38635], [3.04522, -3.35172, -3.01324], [0.86851, -4.43440, 0.50844], [0.65482, -2.04240, 1.09062], [2.97629, 2.80423, 0.91987], [4.39278, 3.27385, 2.87100], [4.27359, -0.86555, 3.94786], [2.81021, -1.32495, 2.03134], [0.18873, 0.20148, 0.81647], [-0.33886, 1.06514, 1.72610], [-1.29849, 0.56536, 2.64086], [-1.90476, 1.37407, 3.58060], [-1.60525, 2.73272, 3.66071], [-0.66726, 3.24960, 2.77954], [-0.04131, 2.44378, 1.83990], [-1.54143, -0.48998, 2.58680], [-2.62854, 0.94053, 4.26203], [-2.08727, 3.36633, 4.39404], [-0.41196, 4.30301, 2.81986], [0.68439, 2.88215, 1.16675], [-6.10028, -1.97240, -0.33738], [-5.84218, -0.86146, -1.34991], [-6.14759, -1.36078, -2.76171], [-3.89806, 0.15356, -1.37336], [-2.43435, -1.33393, -0.76752], [-2.82323, -2.44275, 0.20022], [-1.79791, -1.91988, -2.02715], [-4.08028, 1.29729, 0.47072], [-4.74256, 2.63255, 0.14160], [-4.77412, 0.63716, 1.65207], [-7.16821, -2.21992, -0.31156], [-5.79353, -1.71223, 0.67370], [-5.56952, -2.88245, -0.61908], [-6.51841, -0.02610, -1.13144], [-5.46970, -2.17196, -3.04250], [-6.04056, -0.57206, -3.50820], [-7.16839, -1.75395, -2.82760], [-1.67736, -0.70070, -0.29040], [-3.46535, -3.18606, -0.27594], [-3.33467, -2.07714, 1.09041], [-1.91919, -2.96698, 0.53231], [-2.52067, -2.49096, -2.61939], [-0.97877, -2.59519, -1.76039], [-1.37851, -1.14038, -2.66703], [-3.03461, 1.48305, 0.73901], [-5.77633, 2.49103, -0.19127], [-4.20819, 3.16627, -0.64701], [-4.76999, 3.27867, 1.02523], [-5.83585, 0.47306, 1.44634], [-4.70807, 1.28586, 2.53175], [-4.32550, -0.31869, 1.92095]],
  "lowdin_charge": [0.460, 0.124, -0.580, 0.124, 0.124, -0.145, -0.018, -0.130, -0.301, -0.084, -0.018, 0.894, -0.260, -0.053, -0.014, -0.143, -0.022, -0.101, -0.578, 0.125, 0.124, 0.127, -0.291, -0.095, -0.006, -0.138, -0.013, -0.045, -0.579, 0.128, 0.124, 0.124, 0.114, 0.020, 0.106, 0.119, 0.094, 0.120, 0.116, 0.092, 0.108, 0.116, 0.121, 0.097, -0.176, -0.438, -0.069, -0.133, -0.134, -0.119, -0.144, 0.097, 0.094, 0.083, 0.094, 0.048, -0.156, -0.592, -0.198, 1.369, -0.589, -0.140, -0.177, -0.616, -0.199, -0.155, 0.072, 0.045, 0.058, 0.068, 0.064, 0.051, 0.067, 0.029, 0.058, 0.048, 0.065, 0.063, 0.060, 0.056, 0.026, 0.062, 0.023, 0.073, 0.065, 0.067, 0.049]
}

=====

Entry 2:
{
  "formula": "C36H38N6OZr",
  "method": "wB97M-V/def2-TZVPD",
  "homo_energy_ev": -13.522,
  "total_charge": 2,
  "de_lowest_kj_mol": 35.5,
  "species": ["Zr", "N", "C", "C", "C", "C", "C", "C", "C", "C", "C", "C", "C", "C", "N", "C", "C", "C", "C", "N", "H", "H", "H", "H", "H", "H", "H", "H", "H", "H", "C", "C", "O", "N", "C", "C", "C", "C", "C", "C", "N", "H", "H", "H", "H", "H", "H", "H", "H", "H", "H", "C", "C", "C", "C", "C", "C", "C", "C", "N", "C", "C", "C", "C", "H", "H", "H", "H", "H", "H", "H", "H", "H", "H", "H", "H", "H", "H", "H", "H", "H", "H"],
  "positions_angstrom": [[0.52814, 0.01740, -0.29423], [-7.01267, -5.65997, 4.00615], [-6.21071, -5.04256, 3.46475], [-5.20499, -4.26583, 2.79115], [-4.82585, -4.59689, 1.49207], [-3.84713, -3.85760, 0.85357], [-3.25569, -2.77130, 1.49823], [-3.65546, -2.43385, 2.79094], [-4.61775, -3.18407, 3.44244], [-2.21928, -1.95991, 0.81783], [-2.47707, -0.60892, 0.64027], [-3.73290, 0.03433, 0.79164], [-3.59312, 1.33236, 0.35092], [-2.25972, 1.47109, -0.04863], [-1.56907, 0.32495, 0.10926], [-1.06166, -2.63299, 0.34397], [-0.77325, -3.99483, 0.45679], [0.37390, -4.24748, -0.29882], [0.76010, -3.03495, -0.83714], [-0.08212, -2.03246, -0.45025], [-5.30057, -5.42840, 0.99005], [-3.56118, -4.10655, -0.16015], [-3.19926, -1.58976, 3.29202], [-4.92041, -2.93634, 4.45027], [-4.63385, -0.43984, 1.14517], [-4.35012, 2.09716, 0.30732], [-1.78121, 2.36173, -0.43093], [-1.35005, -4.71669, 1.01077], [0.85401, -5.19882, -0.45786], [1.59635, -2.83356, -1.49119], [1.50621, 0.17945, 4.07820], [1.75960, -0.46945, 2.76303], [1.06699, -0.17596, 1.75213], [2.72801, -1.35922, 2.63639], [2.96076, -2.05590, 1.36375], [3.67159, -1.18132, 0.34877], [5.03935, -1.33953, 0.21206], [5.76244, -0.50281, -0.62786], [5.07642, 0.48801, -1.30482], [3.70653, 0.57178, -1.14728], [2.98960, -0.24591, -0.35764], [0.44777, 0.41127, 4.16717], [2.06430, 1.11762, 4.11643], [1.82556, -0.44466, 4.91007], [3.26792, -1.61779, 3.44836], [2.00972, -2.44744, 1.01344], [3.60196, -2.90795, 1.57399], [5.54084, -2.11844, 0.77030], [6.83154, -0.62328, -0.73928], [5.57744, 1.18845, -1.95766], [3.14047, 1.31825, -1.68567], [1.01076, 3.87091, 2.19530], [0.58477, 3.74582, 0.76056], [-0.12788, 4.75407, 0.13784], [-0.41704, 4.69640, -1.22921], [-1.13977, 5.82752, -1.90242], [-0.07054, 3.56651, -1.96275], [0.59849, 2.50429, -1.35537], [0.98004, 2.63719, 0.00292], [0.78161, 1.22822, -1.90334], [0.68151, 0.83276, -3.33834], [1.76681, 1.50451, -4.17437], [-0.70805, 1.12047, -3.92773], [0.86943, -0.67481, -3.33137], [0.24850, 4.37387, 2.78843], [1.92680, 4.45943, 2.27241], [1.19840, 2.89195, 2.63703], [-0.42325, 5.62848, 0.70489], [-1.12131, 6.72938, -1.29468], [-2.18432, 5.56214, -2.07727], [-0.69440, 6.05229, -2.87113], [-0.33787, 3.51938, -3.00604], [1.71813, 1.98243, 0.47000], [1.72358, 2.59072, -4.08467], [1.62360, 1.25122, -5.22532], [2.76510, 1.16803, -3.88945], [-0.83147, 2.15147, -4.24799], [-1.49461, 0.87799, -3.20983], [-0.85498, 0.49858, -4.81169], [1.78121, -0.97231, -2.80021], [0.95806, -1.06199, -4.34623], [-0.00376, -1.16753, -2.89019]],
  "lowdin_charge": [1.885, 0.193, -0.162, -0.204, 0.008, -0.010, -0.192, -0.012, 0.004, -0.020, -0.234, 0.037, -0.014, -0.085, -0.093, -0.240, 0.019, -0.035, -0.173, -0.136, 0.133, 0.131, 0.126, 0.131, 0.132, 0.118, 0.103, 0.126, 0.117, 0.112, 0.048, -0.435, -0.154, 0.141, -0.071, -0.232, 0.009, 0.001, -0.008, -0.107, 0.013, 0.107, 0.105, 0.102, 0.172, 0.092, 0.141, 0.128, 0.131, 0.128, 0.096, -0.016, -0.251, 0.006, -0.235, -0.020, 0.009, -0.321, -0.097, -0.173, -0.606, -0.016, -0.023, -0.064, 0.095, 0.102, 0.056, 0.132, 0.087, 0.097, 0.093, 0.105, 0.080, 0.090, 0.103, 0.076, 0.074, 0.089, 0.099, 0.067, 0.112, 0.078]
}